Computed, not measured: an isolated molecule of C4H5NO, with ωB97M-V with the def2-TZVPD basis set.

XYZ file:
```
11
C4H5NO (ωB97M-V with the def2-TZVPD basis set)
O -2.041 1.121 0.104
C -1.984 -0.085 -0.104
C -0.741 -0.819 -0.187
C 0.316 0.020 -0.087
C 0.878 1.224 0.044
N 1.785 -0.050 0.004
H -2.916 -0.664 -0.252
H -0.667 -1.884 -0.366
H 0.895 1.915 0.874
H 2.157 -0.543 0.815
H 2.335 -0.193 -0.837
```

The calculation puts the relative energy (zero: lowest compared OMol25 entry of this formula, charge and spin) at 388.28 kJ/mol. The structure (SMILES) is [O-]/C=C\C1=C[NH2+]1. The total charge is 0. Its LUMO energy is 0.0150 Eh. Its largest force on an atom is 0.47 eV Å⁻¹. As for the total energy: -285.26670 Ha. The HOMO energy is -7.81 eV. For the frontier orbital gap, the calculation gives 8.216 eV.

Computed, not measured: a cluster of 2 separate species, C4H12 in total at a distorted geometry, with ωB97M-V with the def2-TZVPD basis set.

XYZ file:
```
16
C4H12 (ωB97M-V with the def2-TZVPD basis set)
C -0.554 -0.406 1.225
C -0.907 -0.207 2.774
H -0.049 -1.322 1.019
H -1.290 -0.603 0.597
H 0.009 0.494 0.981
H -1.056 0.853 3.038
H -0.041 -0.298 3.427
H -1.668 -0.876 2.943
C 0.489 -0.350 -1.672
C 0.892 1.000 -2.320
H 1.132 -0.643 -0.933
H -0.618 -0.243 -1.478
H 0.593 -1.173 -2.383
H 0.080 1.555 -2.466
H 1.402 0.702 -3.234
H 1.586 1.517 -1.519
```

The calculation puts the relative energy (zero: lowest compared OMol25 entry of this formula, charge and spin) at 170.53 kJ/mol. The structure (SMILES) is CC.CC. The total charge is 0. Its LUMO energy is 0.0407 Eh. Its largest force on an atom is 6.04 eV Å⁻¹. As for the total energy: -159.52002 Ha. The HOMO energy is -11.19 eV. For the frontier orbital gap, the calculation gives 12.301 eV.

Computed, not measured: a structure of composition C11H10BrN2O5V, with ωB97M-V with the def2-TZVPD basis set.

XYZ file:
```
30
C11H10BrN2O5V (ωB97M-V with the def2-TZVPD basis set)
V -0.306 1.080 0.927
N 0.882 -0.048 2.438
C 0.034 -0.062 3.667
C -0.907 1.156 3.759
O -1.172 1.613 4.875
N -1.355 1.523 2.556
C -2.284 2.638 2.376
C -2.032 3.351 1.033
O -2.566 4.428 0.821
O -1.243 2.716 0.203
H 1.694 0.538 2.594
H 1.235 -0.967 2.203
H -0.597 -0.949 3.600
H 0.617 -0.122 4.584
H -3.313 2.264 2.335
H -2.238 3.352 3.197
Br 1.795 -3.705 -5.931
C 1.374 -2.643 -4.415
C 2.232 -1.620 -4.055
C 1.917 -0.845 -2.942
C 0.768 -1.104 -2.217
C -0.082 -2.127 -2.595
C 0.217 -2.911 -3.705
C 0.446 -0.253 -1.001
O 1.218 0.679 -0.680
O -0.597 -0.512 -0.340
H 3.127 -1.426 -4.630
H 2.557 -0.030 -2.630
H -0.979 -2.301 -2.014
H -0.441 -3.713 -4.012
```

The total charge is -1. The spin multiplicity is 4. Its LUMO energy (alpha / beta) is 0.0830 / 0.0830 Eh. Its largest force on an atom is 0.77 eV Å⁻¹. Its expectation value of S² is 3.757. As for the total energy: -4429.12921 Ha. The HOMO energy (alpha / beta) is -3.53 / -5.30 eV. For the frontier orbital gap (alpha / beta), the calculation gives 5.788 / 7.561 eV.

Computed, not measured: a structure of composition C28H77MgN6O8 at a distorted geometry, with ωB97M-V with the def2-TZVPD basis set.

XYZ file:
```
120
C28H77MgN6O8 (ωB97M-V with the def2-TZVPD basis set)
Mg 2.200 -2.347 -1.638
C -0.795 0.845 -1.340
C 0.186 0.164 -0.367
O 0.925 -0.993 -0.820
H -1.398 1.671 -0.964
H -1.559 0.129 -1.642
H -0.180 1.145 -2.189
H -0.406 -0.074 0.517
H 0.880 0.898 0.042
C -2.755 -4.154 1.620
C -2.173 -3.037 0.751
O -0.786 -2.883 1.155
H -3.845 -4.130 1.615
H -2.578 -3.850 2.652
H -2.343 -5.116 1.317
H -2.754 -2.118 0.827
H -2.237 -3.237 -0.318
H -0.442 -1.995 1.033
C 3.622 -2.378 2.063
C 4.043 -1.555 0.812
C 5.456 -0.891 0.848
O 5.793 -0.420 -0.490
C 7.035 0.308 -0.380
N 3.939 -2.237 -0.449
H 3.462 -1.925 3.042
H 4.479 -3.041 2.186
H 2.698 -2.928 1.887
H 3.362 -0.704 0.770
H 6.027 -1.789 1.082
H 5.487 -0.233 1.716
H 7.905 -0.300 -0.131
H 6.948 1.158 0.297
H 7.314 0.630 -1.383
H 4.636 -1.689 -0.933
H 4.344 -3.156 -0.345
C -6.751 3.868 -0.893
C -6.127 2.512 -0.833
C -4.705 2.399 -1.388
O -4.340 2.651 -2.720
C -3.841 3.992 -3.109
N -6.042 2.193 0.570
H -6.890 4.309 -1.880
H -6.048 4.533 -0.392
H -7.760 3.955 -0.488
H -6.764 1.830 -1.397
H -4.523 1.325 -1.392
H -3.998 2.791 -0.657
H -4.588 4.772 -2.960
H -3.660 4.059 -4.182
H -2.995 4.348 -2.522
H -5.802 1.218 0.678
H -6.929 2.266 1.047
C 0.012 -5.711 -0.732
C 0.891 -4.747 -1.428
C -0.084 -3.969 -2.346
O 0.700 -3.005 -3.085
C -0.191 -2.301 -3.989
N 1.400 -3.787 -0.532
H 0.633 -6.366 -0.120
H -0.597 -6.316 -1.403
H -0.625 -5.200 -0.010
H 1.709 -5.303 -1.887
H -0.689 -3.345 -1.688
H -0.804 -4.449 -3.009
H -0.709 -2.870 -4.761
H 0.314 -1.414 -4.373
H -0.924 -1.827 -3.337
H 1.789 -4.439 0.135
H 0.671 -3.417 0.062
C 5.127 -3.663 -4.427
C 4.470 -2.723 -3.434
C 4.002 -1.337 -3.911
O 3.412 -0.800 -2.703
C 3.538 0.600 -2.529
N 3.435 -3.467 -2.834
H 5.640 -4.483 -3.925
H 5.776 -3.134 -5.125
H 4.323 -4.116 -5.007
H 5.292 -2.460 -2.769
H 3.223 -1.551 -4.643
H 4.816 -0.831 -4.431
H 4.584 0.873 -2.664
H 3.329 0.838 -1.486
H 2.940 1.215 -3.201
H 3.910 -4.299 -2.512
H 3.021 -3.845 -3.674
C 0.469 -0.629 4.230
C -1.045 -0.669 4.579
C -1.763 0.658 4.288
O -3.145 0.558 4.582
C -3.853 1.752 4.529
N -1.811 -1.749 4.026
H 0.890 -0.067 5.064
H 0.703 -0.186 3.261
H 0.982 -1.590 4.255
H -0.991 -0.765 5.664
H -1.909 0.889 3.233
H -1.241 1.445 4.833
H -3.821 2.060 3.484
H -3.610 2.544 5.238
H -4.901 1.470 4.627
H -1.727 -1.930 3.036
H -2.787 -1.542 4.183
C -0.599 5.132 -0.024
C -1.663 6.053 0.553
C -1.927 5.566 2.021
O -0.714 5.682 2.789
C -0.843 5.127 4.119
N -1.364 7.522 0.488
H 0.393 5.348 0.373
H -0.483 5.238 -1.103
H -0.754 4.084 0.231
H -2.566 5.753 0.021
H -2.084 4.489 1.957
H -2.619 6.265 2.491
H -0.032 5.326 4.819
H -1.008 4.056 4.240
H -1.707 5.617 4.568
H -0.881 7.683 -0.385
H -0.648 7.675 1.183
```

The total charge is +2. The spin multiplicity is 2. Its LUMO energy (alpha / beta) is -0.1540 / -0.3641 Eh. Its largest force on an atom is 3.99 eV Å⁻¹. Its expectation value of S² is 0.755. As for the total energy: -2242.85526 Ha. The HOMO energy (alpha / beta) is -12.56 / -12.56 eV. For the frontier orbital gap (alpha / beta), the calculation gives 8.367 / 2.649 eV.

Computed, not measured: the ion C4H8NO2 with charge -1 at a distorted geometry, with ωB97M-V with the def2-TZVPD basis set.

XYZ file:
```
15
C4H8NO2 (ωB97M-V with the def2-TZVPD basis set)
O -1.157 2.363 -1.583
C -0.958 1.306 -0.906
C -0.543 1.360 0.599
C -0.158 -0.116 0.876
N 1.110 -0.312 0.214
C 0.761 -1.534 -0.627
O -0.454 -1.530 -1.206
H -0.747 0.310 -1.242
H -1.417 1.732 1.348
H 0.381 1.971 0.547
H -0.199 -0.623 1.891
H -1.014 -0.647 0.413
H 1.917 -0.455 0.732
H 0.791 -2.242 0.204
H 1.687 -1.584 -1.258
```

The calculation puts the relative energy (zero: lowest compared OMol25 entry of this formula, charge and spin) at 420.95 kJ/mol. The structure (SMILES) is O=CCCNC[O-]. The total charge is -1. Its LUMO energy is 0.1565 Eh. Its largest force on an atom is 5.03 eV Å⁻¹. As for the total energy: -362.36389 Ha. The HOMO energy is -2.97 eV. For the frontier orbital gap, the calculation gives 7.231 eV.

Computed, not measured: an isolated molecule of C4H7NO, with ωB97M-V with the def2-TZVPD basis set.

XYZ file:
```
13
C4H7NO (ωB97M-V with the def2-TZVPD basis set)
C 1.066 -0.614 -0.629
O 0.500 0.460 -1.383
C -0.212 1.284 -0.484
C -0.753 0.363 0.580
N -1.158 -0.964 0.130
C 0.205 -0.748 0.606
H 2.116 -0.412 -0.389
H 0.985 -1.530 -1.224
H 0.484 1.972 0.018
H -0.958 1.883 -1.000
H -1.120 0.816 1.495
H -1.788 -1.516 0.705
H 0.634 -0.993 1.573
```

The calculation puts the relative energy (zero: lowest compared OMol25 entry of this formula, charge and spin) at 234.29 kJ/mol. The structure (SMILES) is C1OC[C@H]2N[C@@H]12. The total charge is 0. Its LUMO energy is 0.0389 Eh. Its largest force on an atom is 0.76 eV Å⁻¹. As for the total energy: -286.54241 Ha. The HOMO energy is -9.36 eV. For the frontier orbital gap, the calculation gives 10.417 eV.

Computed, not measured: a structure of composition C4H4LiO5Sm at a distorted geometry, with ωB97M-V with the def2-TZVPD basis set.

XYZ file:
```
15
C4H4LiO5Sm (ωB97M-V with the def2-TZVPD basis set)
O -1.812 2.459 -1.100
C -1.290 1.590 -0.378
O -1.935 0.516 -0.082
O -0.063 1.797 0.060
C 0.497 1.098 1.216
C 0.849 -0.363 1.018
H -0.237 1.188 2.032
H 1.357 1.734 1.465
H 1.793 -0.681 0.551
H 1.085 -0.712 2.040
O 2.531 -2.557 -2.195
O 0.355 -2.824 -1.542
C 1.420 -2.884 -2.050
Li -3.427 1.255 -1.235
Sm -1.125 -1.616 0.199
```

The calculation puts the relative energy (zero: lowest compared OMol25 entry of this formula, charge and spin) at 41.30 kJ/mol. The total charge is +1. The spin multiplicity is 7. Its LUMO energy (alpha / beta) is -0.1539 / -0.1544 Eh. Its largest force on an atom is 4.51 eV Å⁻¹. Its expectation value of S² is 12.009. As for the total energy: -1196.33883 Ha. The HOMO energy (alpha / beta) is -10.83 / -11.13 eV. For the frontier orbital gap (alpha / beta), the calculation gives 6.639 / 6.931 eV.

Computed, not measured: the ion C4H12N2 with charge +1 at a distorted geometry, with ωB97M-V with the def2-TZVPD basis set.

XYZ file:
```
18
C4H12N2 (ωB97M-V with the def2-TZVPD basis set)
N -2.276 1.325 -1.054
C -2.092 -0.087 -0.705
C -1.096 -0.184 0.435
N 0.299 -0.349 0.022
C 1.393 -0.102 0.916
C 2.818 -0.524 0.385
H -3.081 1.471 -1.640
H -1.556 1.561 -1.736
H -2.990 -0.624 -0.431
H -1.630 -0.592 -1.567
H -1.245 -1.123 1.008
H -1.070 0.630 1.173
H 0.462 0.307 -0.757
H 1.267 -0.637 1.857
H 1.430 0.961 1.208
H 2.741 -0.855 -0.649
H 3.593 0.216 0.538
H 3.033 -1.395 0.997
```

The calculation puts the relative energy (zero: lowest compared OMol25 entry of this formula, charge and spin) at 92.33 kJ/mol. The total charge is +1. The spin multiplicity is 2. Its LUMO energy (alpha / beta) is -0.1138 / -0.2986 Eh. Its largest force on an atom is 3.97 eV Å⁻¹. Its expectation value of S² is 0.754. As for the total energy: -268.76569 Ha. The HOMO energy (alpha / beta) is -13.97 / -13.92 eV. For the frontier orbital gap (alpha / beta), the calculation gives 10.870 / 5.798 eV.

Computed, not measured: the ion C6H16N2 with charge +1 at a distorted geometry, with ωB97M-V with the def2-TZVPD basis set.

XYZ file:
```
24
C6H16N2 (ωB97M-V with the def2-TZVPD basis set)
N -0.764 1.706 0.904
C -0.154 1.011 -0.245
C -1.135 1.148 -1.498
C -0.189 1.877 -2.503
C -0.294 -0.604 -0.032
N 0.428 -0.913 1.206
C -0.155 -2.078 2.051
C 1.758 -1.257 0.858
H -0.254 1.702 1.721
H -1.583 1.209 1.278
H 0.794 1.541 -0.431
H -2.172 1.592 -1.389
H -1.353 0.244 -2.054
H -0.276 1.595 -3.581
H 0.871 1.526 -2.289
H -0.198 2.855 -2.349
H 0.056 -1.268 -1.041
H -1.361 -0.975 0.135
H 0.481 -2.956 1.961
H -1.223 -2.149 1.942
H 0.103 -1.629 3.110
H 2.044 -0.673 -0.097
H 2.527 -1.155 1.679
H 2.048 -2.351 0.663
```

The calculation puts the relative energy (zero: lowest compared OMol25 entry of this formula, charge and spin) at 349.03 kJ/mol. The total charge is +1. The spin multiplicity is 2. Its LUMO energy (alpha / beta) is -0.1029 / -0.2941 Eh. Its largest force on an atom is 6.45 eV Å⁻¹. Its expectation value of S² is 0.756. As for the total energy: -347.28343 Ha. The HOMO energy (alpha / beta) is -13.51 / -13.29 eV. For the frontier orbital gap (alpha / beta), the calculation gives 10.709 / 5.284 eV.

Computed, not measured: the ion C7H9O4 with charge -1 at a distorted geometry, with ωB97M-V with the def2-TZVPD basis set.

XYZ file:
```
20
C7H9O4 (ωB97M-V with the def2-TZVPD basis set)
C -1.514 -2.598 -0.549
C -0.125 -2.446 -0.566
C -2.403 -1.680 0.014
C -1.639 -0.412 0.545
C -0.244 -0.388 0.028
C 0.817 0.948 1.581
C 1.197 0.408 -1.823
O 0.868 -3.026 -0.889
O -3.614 -1.901 0.167
O 0.736 -0.340 1.074
O -0.069 0.449 -1.124
H -2.043 -3.490 -0.981
H -2.198 0.397 0.264
H -1.619 -0.292 1.621
H 0.097 1.170 2.296
H 0.576 1.748 0.878
H 1.810 1.363 2.009
H 2.051 0.282 -1.256
H 1.150 1.301 -2.303
H 1.104 -0.492 -2.426
```

The calculation puts the relative energy (zero: lowest compared OMol25 entry of this formula, charge and spin) at 185.69 kJ/mol. The total charge is -1. Its LUMO energy is 0.1277 Eh. Its largest force on an atom is 4.58 eV Å⁻¹. As for the total energy: -573.02651 Ha. The HOMO energy is -3.19 eV. For the frontier orbital gap, the calculation gives 6.668 eV.

Computed, not measured: a cluster of 2 separate species, C9H14O in total at a distorted geometry, with ωB97M-V with the def2-TZVPD basis set.

XYZ file:
```
24
C9H14O (ωB97M-V with the def2-TZVPD basis set)
C 2.611 0.705 0.817
C 1.672 -0.171 0.048
C 0.292 -0.199 0.369
C -0.542 -1.059 -0.289
C -0.037 -1.801 -1.379
O -0.961 -2.665 -1.902
C 1.244 -1.623 -1.842
C 2.119 -0.847 -1.065
H 3.401 1.106 0.192
H 3.078 0.205 1.671
H 2.117 1.518 1.343
H 0.079 0.548 1.114
H -1.622 -1.101 -0.218
H -0.581 -3.212 -2.597
H 1.543 -2.189 -2.707
H 3.103 -0.619 -1.454
C -2.695 3.635 1.584
C -2.577 2.497 2.616
H -3.670 3.628 1.186
H -2.373 4.596 1.971
H -1.962 3.474 0.793
H -2.209 2.886 3.576
H -3.464 1.894 2.759
H -1.703 1.916 2.445
```

The calculation puts the relative energy (zero: lowest compared OMol25 entry of this formula, charge and spin) at 80.03 kJ/mol. The structure (SMILES) is Cc1ccc(O)cc1.CC. The total charge is 0. Its LUMO energy is 0.0318 Eh. Its largest force on an atom is 1.85 eV Å⁻¹. As for the total energy: -426.54230 Ha. The HOMO energy is -8.32 eV. For the frontier orbital gap, the calculation gives 9.182 eV.

Computed, not measured: a cluster of 3 separate species, C2H5Cl2NOS in total at a distorted geometry, with ωB97M-V with the def2-TZVPD basis set.

XYZ file:
```
12
C2H5Cl2NOS (ωB97M-V with the def2-TZVPD basis set)
C 0.117 -1.296 -1.450
C 1.269 -1.259 -0.812
N 0.379 1.998 1.173
O -1.204 0.596 2.335
S 0.069 0.588 1.631
Cl 2.337 0.094 -0.888
Cl -2.743 0.954 -0.107
H -0.231 -0.479 -2.058
H -0.515 -2.164 -1.381
H 1.654 -2.064 -0.203
H -2.361 0.924 1.124
H 1.229 2.108 0.636
```

The calculation puts the relative energy (zero: lowest compared OMol25 entry of this formula, charge and spin) at 0.00 kJ/mol. The total charge is 0. Its LUMO energy is -0.0351 Eh. Its largest force on an atom is 1.37 eV Å⁻¹. As for the total energy: -1527.71166 Ha. The HOMO energy is -10.29 eV. For the frontier orbital gap, the calculation gives 9.333 eV.